Entry 1:
The following is a DFT calculation (ωB97M-V with the def2-TZVPD basis set) of C66H55N3NiO2S4 as an isolated structure in a non-equilibrium geometry.

Summary:
Spin multiplicity ... 3
Expectation value of S² ... 2.080
Energy above the lowest of the compared OMol25 structures with the same formula, charge and spin ... 44.22 kJ/mol

Last column: Mulliken spin population.
Element x y z (Å)
Ni  -0.337  -1.229  -0.927  0.99
C  6.344  -2.921  -2.839  0.00
C  5.094  -2.162  -2.488  0.00
C  3.925  -2.834  -2.147  0.00
C  2.783  -2.137  -1.777  0.01
C  2.814  -0.755  -1.743  0.06
C  3.950  -0.061  -2.139  -0.01
C  5.083  -0.766  -2.497  0.00
S  1.334  0.171  -1.296  -0.04
O  1.410  1.320  -2.228  -0.01
C  1.979  0.998  0.214  0.03
C  3.259  0.577  0.647  -0.01
C  4.029  1.324  1.484  0.00
C  3.618  2.622  1.833  0.00
C  4.450  3.497  2.568  0.00
C  4.011  4.737  2.934  0.00
C  2.728  5.164  2.544  0.00
C  1.898  4.333  1.846  0.00
C  2.306  3.026  1.486  0.00
C  1.399  2.136  0.801  0.01
C  -0.046  2.474  1.140  -0.01
C  -0.204  2.458  2.591  0.01
C  0.803  1.972  3.469  0.00
C  0.691  2.067  4.828  0.00
C  -0.452  2.634  5.415  0.00
C  -1.479  3.035  4.611  0.00
C  -1.389  2.939  3.203  0.00
C  -2.470  3.327  2.392  0.00
C  -2.365  3.235  1.045  0.00
C  -1.168  2.850  0.403  0.00
S  -1.439  3.000  -1.420  0.00
O  -2.884  3.327  -1.540  0.00
C  -0.604  4.611  -1.518  0.00
C  -1.394  5.744  -1.578  0.00
C  -0.795  6.994  -1.625  0.00
C  0.591  7.122  -1.608  0.00
C  1.242  8.478  -1.663  0.00
C  1.367  5.966  -1.573  0.00
C  0.779  4.712  -1.544  0.00
H  6.105  -3.875  -3.307  0.00
H  6.923  -3.129  -1.936  0.00
H  6.975  -2.343  -3.513  0.00
H  3.903  -3.917  -2.175  0.00
H  1.864  -2.657  -1.525  -0.07
H  3.933  1.021  -2.163  0.00
H  5.978  -0.230  -2.791  0.00
H  3.618  -0.392  0.332  0.00
H  4.975  0.941  1.849  0.00
H  5.448  3.167  2.831  0.00
H  4.644  5.393  3.517  0.00
H  2.397  6.162  2.805  0.00
H  0.921  4.683  1.540  0.00
H  1.691  1.509  3.069  0.00
H  1.490  1.696  5.458  0.00
H  -0.514  2.732  6.491  0.00
H  -2.391  3.440  5.035  0.00
H  -3.377  3.689  2.861  0.00
H  -3.195  3.500  0.401  0.00
H  -2.471  5.630  -1.592  0.00
H  -1.411  7.883  -1.687  0.00
H  0.533  9.261  -1.397  0.00
H  1.607  8.686  -2.671  0.00
H  2.095  8.527  -0.986  0.00
H  2.447  6.051  -1.578  0.00
H  1.382  3.814  -1.555  0.00
S  -7.016  -0.279  -3.227  0.00
C  -7.146  -0.117  -4.926  0.00
C  -5.927  -0.001  -5.515  0.00
C  -4.863  -0.053  -4.581  0.00
C  -5.280  -0.197  -3.287  0.00
C  -4.488  -0.307  -2.065  0.00
C  -3.082  -0.320  -2.105  -0.01
N  -2.318  -0.487  -1.050  0.06
C  -2.898  -0.603  0.166  -0.02
C  -4.292  -0.555  0.325  0.00
C  -4.866  -0.673  1.632  0.00
C  -4.085  -0.854  2.718  0.00
C  -2.664  -0.958  2.584  0.00
C  -1.832  -1.227  3.674  -0.01
C  -0.467  -1.341  3.493  0.00
C  0.022  -1.161  2.187  -0.02
N  -0.735  -0.907  1.148  0.06
C  -2.072  -0.813  1.318  0.00
C  0.447  -1.590  4.602  0.00
C  1.814  -1.553  4.607  0.00
C  2.380  -1.770  5.888  0.00
C  1.437  -1.971  6.845  0.00
S  -0.149  -1.897  6.204  0.00
C  -5.081  -0.426  -0.822  -0.01
H  -8.121  -0.107  -5.386  0.00
H  -5.786  0.111  -6.579  0.00
H  -3.824  0.030  -4.867  0.00
H  -2.565  -0.198  -3.047  -0.01
H  -5.944  -0.618  1.721  0.00
H  -4.513  -0.946  3.708  0.00
H  -2.270  -1.339  4.658  0.00
H  1.087  -1.224  2.000  0.00
H  2.406  -1.355  3.724  0.00
H  3.443  -1.769  6.081  0.00
H  1.578  -2.150  7.898  0.00
H  -6.160  -0.423  -0.725  0.00
C  -2.665  -3.763  -3.701  0.02
C  -1.189  -4.008  -4.040  0.03
C  -0.487  -2.702  -4.419  0.00
C  -0.578  -4.822  -2.903  0.15
C  -0.434  -6.173  -3.154  -0.15
C  0.019  -7.072  -2.197  0.24
C  0.284  -6.612  -0.913  -0.15
C  0.157  -5.283  -0.574  0.15
C  0.408  -4.896  0.874  0.05
C  -0.863  -4.319  1.511  0.02
C  1.582  -3.926  1.059  0.04
C  -0.233  -4.299  -1.581  0.12
N  -0.208  -3.027  -1.255  0.54
H  -3.173  -3.235  -4.513  0.00
H  -2.731  -3.162  -2.793  0.00
H  -3.180  -4.709  -3.526  -0.01
H  -1.147  -4.651  -4.925  0.00
H  -0.570  -1.979  -3.620  -0.02
H  -0.948  -2.282  -5.319  0.00
H  0.573  -2.874  -4.617  0.00
H  -0.689  -6.543  -4.142  0.00
H  0.147  -8.118  -2.445  0.02
H  0.589  -7.320  -0.149  0.00
H  0.664  -5.821  1.400  0.00
H  -1.174  -3.433  0.959  -0.02
H  -0.677  -4.040  2.552  0.00
H  -1.675  -5.048  1.486  -0.01
H  1.320  -2.954  0.646  -0.02
H  2.477  -4.295  0.555  0.00
H  1.803  -3.807  2.124  0.00



Entry 2:
The following is a DFT calculation (ωB97M-V with the def2-TZVPD basis set) of C12H16CaClO16 as an isolated structure in a non-equilibrium geometry.

Summary:
Spin multiplicity ... 2
E ... -76397.5845 eV
Expectation value of S² ... 0.755
Net charge ... +2

Last column: Mulliken spin population.
Element x y z (Å)
Ca  -3.621  1.359  -0.014  0.00
Cl  -0.375  0.636  -0.634  0.00
O  -1.321  -0.454  -0.861  0.00
O  0.898  0.195  -0.141  0.00
O  -0.210  1.368  -1.817  0.00
O  -0.981  1.567  0.262  0.00
C  3.790  -0.553  -1.648  0.00
C  3.010  -1.565  -2.486  0.00
O  3.308  -1.107  -3.762  0.00
C  4.310  -0.174  -3.794  0.00
O  4.788  0.275  -4.861  0.00
O  4.742  0.036  -2.490  0.00
H  4.200  -1.006  -0.745  0.00
H  3.149  0.247  -1.276  0.00
H  1.983  -1.321  -2.217  0.00
H  3.338  -2.585  -2.285  0.00
C  0.356  0.094  -5.255  0.01
C  -0.859  -0.756  -4.907  0.00
O  -1.445  -1.231  -6.141  0.04
C  -0.869  -0.478  -7.113  -0.04
O  -1.099  -0.432  -8.313  0.89
O  -0.036  0.413  -6.563  0.09
H  1.217  -0.573  -5.271  0.00
H  0.288  0.880  -4.502  0.01
H  -1.655  -0.204  -4.407  0.00
H  -0.487  -1.566  -4.280  0.00
C  -3.758  1.993  5.515  0.00
C  -2.544  1.081  5.208  0.00
O  -2.269  1.201  3.858  0.00
C  -3.095  2.059  3.302  0.00
O  -3.166  2.186  2.075  0.00
O  -3.984  2.542  4.193  0.00
H  -3.479  2.827  6.159  0.00
H  -4.678  1.442  5.711  0.00
H  -2.690  0.041  5.498  0.00
H  -1.676  1.500  5.718  0.00
C  0.534  -1.425  2.956  0.00
C  1.044  -0.163  3.703  0.00
O  0.232  -0.228  4.925  0.00
C  -0.259  -1.429  5.066  0.00
O  -0.728  -1.892  6.058  0.00
O  -0.095  -2.162  3.983  0.00
H  1.385  -1.908  2.476  0.00
H  -0.146  -1.137  2.155  0.00
H  0.847  0.694  3.058  0.00
H  2.107  -0.285  3.906  0.00



Entry 3:
The following is a DFT calculation (ωB97M-V with the def2-TZVPD basis set) of a 2-piece molecular cluster, C2H11N3O overall in a non-equilibrium geometry.

Summary:
Spin multiplicity ... 1
Structure (SMILES) ... NCN.NCO
Energy above the lowest of the compared OMol25 structures with the same formula, charge and spin ... 106.14 kJ/mol

Last column: Löwdin charge in e.
Element x y z (Å)
N  1.733  -1.007  0.515  -0.01
C  2.192  0.403  0.158  -0.38
N  3.289  1.052  0.831  -0.03
H  2.359  -1.546  1.175  0.09
H  0.729  -1.002  0.649  0.01
H  2.434  0.379  -0.910  0.10
H  1.370  1.134  0.236  0.09
H  3.475  1.823  0.180  0.07
H  3.047  1.420  1.765  0.07
N  -1.601  -0.992  -0.920  0.01
C  -2.230  -0.059  0.002  -0.32
O  -3.383  0.585  -0.645  -0.07
H  -0.628  -1.145  -0.671  0.03
H  -2.187  -1.839  -0.813  0.09
H  -2.469  -0.606  0.853  0.08
H  -1.540  0.760  0.324  0.12
H  -3.243  0.507  -1.566  0.04



Entry 4:
The following is a DFT calculation (ωB97M-V with the def2-TZVPD basis set) of one molecule with the formula C3H7N3O in a non-equilibrium geometry.

Summary:
Spin multiplicity ... 1
Structure (SMILES) ... [H]/N=C(\N)N(C)C=O
Energy above the lowest of the compared OMol25 structures with the same formula, charge and spin ... 339.05 kJ/mol

Last column: Löwdin charge in e.
Element x y z (Å)
C  0.971  0.977  1.476  -0.12
C  1.120  -1.045  -0.075  -0.31
C  -0.786  0.545  -0.243  -0.35
H  1.899  0.520  1.968  0.07
H  0.271  0.901  2.445  0.10
H  1.086  2.189  1.612  0.12
H  2.073  -1.344  0.557  0.16
H  -1.136  -1.723  -0.734  0.18
H  -2.310  -0.428  -1.144  0.00
H  -1.970  1.944  -0.160  0.04
N  0.515  0.151  0.297  -0.08
N  -1.403  -0.610  -1.012  0.10
N  -0.983  1.818  0.091  0.10
O  0.669  -1.804  -0.890  -0.02



Entry 5:
The following is a DFT calculation (ωB97M-V with the def2-TZVPD basis set) of a 9-piece molecular cluster, C5H30NO8 overall in a non-equilibrium geometry.

Summary:
Spin multiplicity ... 1
Energy above the lowest of the compared OMol25 structures with the same formula, charge and spin ... 400.89 kJ/mol
Net charge ... +1

Last column: Löwdin charge in e.
Element x y z (Å)
C  0.866  0.436  -2.031  -0.14
C  0.993  -0.880  -2.741  -0.22
C  0.632  -2.213  -2.144  -0.20
C  -0.937  -2.359  -1.790  -0.17
C  -1.268  -1.985  -0.289  -0.09
N  1.420  0.156  -0.671  0.15
H  -0.193  0.746  -1.918  0.12
H  1.372  1.304  -2.387  0.12
H  0.357  -0.832  -3.612  0.11
H  2.052  -1.117  -3.283  0.17
H  1.113  -2.993  -2.709  0.11
H  1.118  -2.268  -1.099  0.08
H  -1.573  -1.580  -2.398  0.13
H  -1.325  -3.217  -2.164  0.05
H  -1.624  -2.895  0.294  0.10
H  -2.057  -1.278  -0.035  0.05
H  -0.316  -1.701  0.253  0.06
H  1.119  0.828  0.106  0.12
H  0.886  -0.637  -0.376  0.06
H  2.412  -0.015  -0.668  0.12
H  4.325  -1.870  -0.499  0.10
H  2.897  -2.528  -0.886  0.02
O  3.334  -1.763  -0.551  -0.05
H  0.899  -0.641  3.300  0.05
H  2.533  -0.476  2.996  0.00
O  1.684  -0.358  2.714  -0.05
H  -0.347  3.498  3.436  0.07
H  -1.349  2.623  2.786  0.10
O  -0.485  3.154  2.536  -0.10
H  -3.374  2.905  0.963  0.09
H  -2.558  2.526  -0.248  0.08
O  -2.744  2.211  0.671  -0.07
H  -3.443  -0.043  2.428  0.09
H  -2.363  0.782  1.736  0.00
O  -2.459  0.024  2.358  -0.08
H  -1.264  -1.063  4.482  0.07
H  -1.012  -0.925  3.017  -0.06
O  -0.642  -1.213  3.781  0.00
H  0.930  2.744  1.460  0.04
H  1.422  1.315  2.088  0.05
O  1.579  1.986  1.312  -0.14
H  -0.833  2.834  -4.189  0.11
H  -1.098  3.834  -2.869  0.08
O  -0.678  2.947  -3.163  -0.15



Entry 6:
The following is a DFT calculation (ωB97M-V with the def2-TZVPD basis set) of a 5-piece molecular cluster, C25H62BNO18P4S3 overall in a non-equilibrium geometry.

Summary:
Spin multiplicity ... 1
E ... -135609.7257 eV
Structure (SMILES) ... COCB(CCCS)CCCSC(=S)N1CCOCC1.COP(=O)(OC)OC.COP(=O)(OC)OC.COP(=O)(OC)OC.COP(=O)(OC)OC

Last column: Löwdin charge in e.
Element x y z (Å)
C  6.819  3.123  1.323  -0.10
O  6.009  4.270  1.577  -0.23
C  4.717  4.049  0.970  -0.13
B  3.633  3.753  2.118  -0.24
C  3.898  2.597  3.186  -0.12
C  3.119  1.305  2.858  -0.29
C  3.428  0.743  1.452  -0.57
S  2.743  -0.957  1.398  0.70
C  2.303  4.603  2.246  -0.12
C  1.543  4.632  0.894  -0.28
C  0.122  5.253  1.020  -0.48
S  -1.010  3.836  1.049  0.93
C  -2.662  4.484  1.201  -1.07
S  -2.830  6.094  1.519  0.66
N  -3.751  3.656  1.020  -0.17
C  -4.659  3.609  2.179  -0.15
C  -4.592  2.275  2.947  -0.18
O  -5.076  1.233  2.119  -0.13
C  -4.635  1.377  0.777  -0.18
C  -3.387  2.284  0.628  -0.21
H  6.283  2.198  1.569  0.07
H  7.734  3.153  1.920  0.09
H  7.047  3.129  0.246  0.10
H  4.798  3.204  0.269  0.11
H  4.407  4.919  0.371  0.11
H  3.516  2.974  4.147  0.11
H  4.972  2.410  3.291  0.09
H  3.412  0.521  3.571  0.10
H  2.032  1.418  2.954  0.11
H  4.507  0.721  1.281  0.06
H  2.906  1.372  0.723  0.07
H  2.988  -1.352  0.124  -0.15
H  2.557  5.625  2.571  0.13
H  1.645  4.178  3.018  0.11
H  1.438  3.582  0.575  0.08
H  2.122  5.121  0.106  0.11
H  0.000  5.803  1.953  0.06
H  -0.047  5.886  0.147  0.08
H  -5.680  3.680  1.779  0.13
H  -4.527  4.420  2.896  0.10
H  -3.554  2.050  3.249  0.13
H  -5.166  2.397  3.869  0.13
H  -4.292  0.383  0.455  0.10
H  -5.429  1.663  0.074  0.13
H  -2.604  1.827  1.247  0.09
H  -3.105  2.272  -0.429  0.13
C  -4.758  -4.637  -1.340  -0.11
O  -3.337  -4.863  -1.298  -0.24
P  -2.435  -3.743  -0.436  0.60
O  -2.301  -2.678  -1.489  -0.26
O  -1.185  -4.750  -0.370  -0.25
C  -0.560  -5.149  -1.587  -0.10
O  -1.822  -2.936  0.877  -0.22
C  -2.500  -1.729  1.246  -0.12
H  -5.221  -5.479  -1.848  0.08
H  -5.159  -4.567  -0.328  0.08
H  -4.978  -3.720  -1.890  0.08
H  -0.674  -4.397  -2.368  0.08
H  -0.982  -6.096  -1.925  0.08
H  0.500  -5.291  -1.386  0.09
H  -3.578  -1.827  1.125  0.08
H  -2.136  -0.902  0.635  0.08
H  -2.280  -1.517  2.291  0.09
C  -6.658  -12.296  -3.618  -0.12
O  -5.965  -11.209  -2.982  -0.24
P  -6.679  -9.698  -3.121  0.57
O  -6.178  -9.312  -4.482  -0.26
O  -5.801  -9.106  -1.913  -0.26
C  -4.386  -9.041  -2.064  -0.10
O  -7.819  -8.518  -2.869  -0.23
C  -8.884  -8.451  -3.827  -0.12
H  -6.136  -13.218  -3.373  0.09
H  -7.684  -12.364  -3.256  0.08
H  -6.656  -12.160  -4.701  0.09
H  -4.086  -8.954  -3.108  0.09
H  -3.928  -9.928  -1.626  0.09
H  -4.030  -8.163  -1.525  0.08
H  -9.201  -9.443  -4.146  0.08
H  -8.559  -7.876  -4.693  0.09
H  -9.728  -7.945  -3.361  0.09
C  7.335  6.320  3.036  -0.11
O  7.920  7.129  4.076  -0.23
P  8.265  6.336  5.509  0.57
O  6.907  6.375  6.149  -0.26
O  9.246  7.511  5.998  -0.26
C  8.700  8.805  6.230  -0.11
O  9.045  5.269  6.513  -0.23
C  8.468  3.961  6.614  -0.12
H  7.247  6.929  2.139  0.09
H  7.970  5.462  2.820  0.07
H  6.346  5.980  3.336  0.08
H  7.646  8.757  6.505  0.08
H  8.818  9.420  5.337  0.08
H  9.257  9.261  7.046  0.09
H  8.086  3.613  5.655  0.07
H  7.661  3.974  7.346  0.09
H  9.243  3.274  6.953  0.08
C  -2.770  -1.509  -7.383  -0.12
O  -1.354  -1.325  -7.229  -0.24
P  -0.844  -0.771  -5.728  0.57
O  -1.083  0.699  -5.914  -0.27
O  0.674  -1.222  -6.015  -0.26
C  1.381  -0.598  -7.081  -0.11
O  -0.560  -0.839  -4.100  -0.22
C  -1.619  -0.369  -3.250  -0.12
H  -2.949  -1.950  -8.360  0.08
H  -3.157  -2.180  -6.615  0.08
H  -3.282  -0.546  -7.325  0.08
H  1.011  0.409  -7.278  0.08
H  1.296  -1.202  -7.985  0.08
H  2.430  -0.539  -6.795  0.09
H  -2.596  -0.650  -3.637  0.08
H  -1.557  0.717  -3.160  0.09
H  -1.492  -0.815  -2.270  0.05



Q: spin multiplicity of number 2 (C12H16CaClO16)?
A: 2